DFT (ωB97M-V/def2-TZVPD) results for C15H9N5S3Tl as an isolated structure in a non-equilibrium geometry.

- Energy above the lowest of the compared OMol25 structures with the same formula, charge and spin: 0.00 kcal/mol
- Total charge: -1
- HOMO level: -0.0815 hartree
- Largest force on an atom: 1.30 eV/Å

Cartesian coordinates (Å):
Tl1 0.962 0.286 -0.102
S1 -5.760 -3.977 2.779
N1 -5.550 -2.371 2.773
C1 -4.390 -2.153 2.193
C2 -3.796 -0.854 1.948
C3 -4.440 0.337 2.282
C4 -3.833 1.533 1.984
C5 -2.588 1.490 1.361
N2 -1.976 0.369 1.042
C6 -2.541 -0.800 1.322
C7 -1.813 -2.029 0.927
N3 -0.582 -1.932 0.375
C8 0.026 -3.043 -0.013
C9 -0.532 -4.321 0.125
C10 -1.759 -4.439 0.712
C11 -2.419 -3.279 1.130
C12 -3.718 -3.341 1.776
N4 -4.390 -4.441 2.049
H1 -5.411 0.289 2.759
H2 -4.307 2.481 2.203
H3 -2.065 2.407 1.097
H4 1.001 -2.882 -0.505
H5 0.017 -5.184 -0.228
H6 -2.241 -5.398 0.861
S2 2.183 -1.365 -1.824
S3 -1.292 0.106 -4.673
C13 -2.601 0.303 -3.578
C14 -2.107 0.489 -2.328
N5 -0.735 0.471 -2.222
C15 -0.175 0.277 -3.374
H7 -3.628 0.256 -3.904
H8 -2.704 0.633 -1.441
H9 0.898 0.112 -3.490

***

DFT (ωB97M-V/def2-TZVPD) results for an isolated ion of composition C16H10BCl4N2O and charge -1 in a non-equilibrium geometry.

- Energy above the lowest of the compared OMol25 structures with the same formula, charge and spin: 0.00 kcal/mol
- Total charge: -1
- HOMO level: -0.2477 hartree
- Largest force on an atom: 3.30 eV/Å

Cartesian coordinates (Å):
C1 -1.074 -0.518 -1.059
C2 -1.946 0.622 -1.316
N1 -2.737 1.462 -1.485
C3 0.410 -0.193 -1.438
C4 1.336 -1.242 -1.562
C5 2.648 -1.022 -1.976
C6 3.086 0.275 -2.300
C7 4.486 0.515 -2.609
N2 5.611 0.690 -2.915
C8 2.165 1.321 -2.219
C9 0.830 1.086 -1.830
H1 -1.366 -1.361 -1.718
H2 0.997 -2.263 -1.357
H3 3.356 -1.848 -2.044
H4 2.508 2.336 -2.475
H5 0.151 1.932 -1.868
Cl1 -0.032 -4.640 1.313
B1 -1.380 -3.403 0.843
Cl2 -1.842 -3.754 -0.990
Cl3 -2.950 -3.717 1.853
O1 -0.835 -2.062 0.941
C10 -1.425 -0.904 0.408
C11 -1.178 0.251 1.391
C12 -2.110 1.275 1.493
C13 -1.851 2.440 2.210
C14 -0.633 2.536 2.899
Cl4 -0.330 3.988 3.798
C15 0.298 1.477 2.863
C16 -0.009 0.315 2.141
H6 -2.503 -1.076 0.353
H7 -3.036 1.170 0.940
H8 -2.583 3.242 2.195
H9 1.236 1.581 3.410
H10 0.702 -0.511 2.110

***

DFT (ωB97M-V/def2-TZVPD) results for C16H10Cl6Ir as an isolated structure in a non-equilibrium geometry.

- Energy above the lowest of the compared OMol25 structures with the same formula, charge and spin: 22.44 kcal/mol
- HOMO level (spin up / spin down): -0.2226 / -0.2952 hartree
- ⟨S²⟩: 8.804
- Largest force on an atom: 3.86 eV/Å
- 2S+1: 6

Cartesian coordinates (Å):
C1 -2.508 -2.059 -0.763
C2 -1.573 -2.222 -1.821
C3 -1.097 -0.973 -2.208
H1 -1.235 -3.142 -2.267
C4 -1.674 0.030 -1.317
C5 -2.805 -0.644 -0.628
H2 -3.798 -0.241 -0.450
H3 -3.071 -2.858 -0.259
H4 -0.497 -0.714 -3.073
H5 -1.604 1.123 -1.455
Ir1 -1.223 -0.751 0.531
Cl1 0.390 -2.359 0.924
C6 3.066 -0.877 -0.755
C7 2.664 0.382 -1.303
C8 2.326 0.165 -2.674
H6 2.524 1.310 -0.749
C9 2.386 -1.240 -2.909
C10 3.002 -1.856 -1.783
H7 3.298 -2.894 -1.692
H8 3.246 -1.062 0.316
H9 2.096 0.934 -3.380
H10 2.345 -1.685 -3.901
Cl2 -1.231 -1.225 3.296
C11 -0.879 0.426 3.062
C12 -0.752 0.784 1.718
C13 -0.376 2.087 1.338
Cl3 -0.024 2.466 -0.305
C14 -0.270 3.096 2.334
Cl4 0.217 4.687 1.869
C15 -0.500 2.772 3.688
Cl5 -0.438 4.019 4.853
C16 -0.819 1.425 4.057
Cl6 -1.188 1.093 5.708

***

DFT (ωB97M-V/def2-TZVPD) results for C16H10ClF5PtS as an isolated structure in a non-equilibrium geometry.

- HOMO level (spin up / spin down): -0.2442 / -0.2743 hartree
- ⟨S²⟩: 6.030
- Largest force on an atom: 2.46 eV/Å
- 2S+1: 5

Cartesian coordinates (Å):
C1 1.459 1.383 1.244
C2 0.137 1.969 1.218
C3 -0.164 2.348 -0.123
H1 -0.465 2.155 2.101
C4 0.903 1.912 -0.976
C5 1.954 1.343 -0.123
H2 2.941 1.045 -0.428
H3 2.028 1.095 2.114
H4 -1.026 2.919 -0.449
H5 0.998 2.067 -2.042
Pt1 0.379 -0.097 -0.053
Cl1 0.467 -1.268 2.044
C6 -1.478 -1.675 -0.371
C7 -1.415 -0.943 -1.627
C8 -1.905 0.377 -1.384
H6 -1.141 -1.376 -2.590
C9 -2.356 0.444 -0.014
C10 -2.136 -0.812 0.599
H7 -2.410 -1.113 1.608
H8 -1.244 -2.735 -0.235
H9 -1.975 1.159 -2.139
H10 -2.830 1.298 0.471
F1 3.359 -5.914 1.176
C11 2.946 -4.803 0.533
C12 2.005 -4.906 -0.500
F2 1.511 -6.111 -0.848
C13 1.581 -3.757 -1.155
F3 0.634 -3.846 -2.121
C14 2.091 -2.492 -0.814
S1 1.598 -1.109 -1.708
C15 3.024 -2.413 0.236
F4 3.488 -1.206 0.626
C16 3.453 -3.550 0.909
F5 4.345 -3.457 1.912